Below is a 7-piece molecular cluster, C37H64NO10 overall at a distorted geometry, with properties calculated with the ωB97M-V functional and the def2-TZVPD basis.

Geometry as ORCA input:
```
! RIJCOSX wB97M-V def2-TZVPD def2/J DEFGRID3
* xyz 0 2
C -2.1810 -2.5041 -1.2132
C -3.3461 -1.5344 -1.0785
C -4.5906 -2.2748 -1.5886
C -3.0917 -0.2832 -1.9307
C -2.4799 0.8968 -1.1776
C -2.3362 2.0734 -2.1548
C -1.1061 1.9595 -3.0375
C -1.2898 2.3725 -4.5028
O -0.7582 1.4214 -5.4049
O -1.2059 0.3756 -0.7422
C -0.3774 1.1353 -0.0365
O -0.5656 2.2916 0.1938
C 0.7892 0.3623 0.4467
C 1.5372 -0.4572 -0.4212
C 2.6307 -1.1671 0.0902
C 2.9742 -1.0673 1.4400
C 2.2390 -0.2336 2.2932
C 1.1521 0.4818 1.7985
C -3.4182 1.2837 -0.0533
C -4.1640 0.1190 0.6422
C -4.1081 0.3419 2.1508
C -5.6368 0.1093 0.2732
N -3.4998 -1.1800 0.3644
O -2.4667 -1.3831 1.0905
H -2.3571 -3.3785 -0.5975
H -1.2346 -2.0421 -0.9759
H -2.1435 -2.8350 -2.2440
H -5.3596 -1.6105 -1.9570
H -4.2978 -2.9044 -2.4197
H -4.9776 -2.9286 -0.8166
H -2.3696 -0.5733 -2.6855
H -3.9867 0.0815 -2.4199
H -2.2586 2.9756 -1.5609
H -3.2447 2.1111 -2.7419
H -0.7448 0.9409 -3.0554
H -0.3185 2.5625 -2.6019
H -0.7874 3.3267 -4.6666
H -2.3387 2.5026 -4.7448
H 0.1112 1.1806 -5.0529
H 1.2825 -0.5557 -1.4593
H 3.1990 -1.8114 -0.5588
H 3.7975 -1.6358 1.8363
H 2.4944 -0.1576 3.3354
H 0.5653 1.1168 2.4392
H -4.1594 1.9129 -0.5346
H -2.9360 1.9001 0.6937
H -4.5182 -0.5110 2.6772
H -4.7249 1.2060 2.3799
H -3.1040 0.5514 2.4858
H -6.0172 1.1063 0.4584
H -5.8299 -0.0955 -0.7705
H -6.1955 -0.5564 0.9180
C 3.3662 3.2265 0.6433
C 4.8701 3.2737 0.5084
O 5.4601 2.4864 -0.1994
C 5.5921 4.3335 1.2975
H 2.9616 2.4207 0.0341
H 3.0880 3.0561 1.6843
H 2.9301 4.1735 0.3211
H 5.4042 4.2049 2.3603
H 5.2448 5.3236 0.9962
H 6.6612 4.2592 1.1192
C -0.8078 -2.2480 3.3135
C 0.2898 -2.9189 4.0988
O 1.4516 -2.5874 3.9916
C -0.1302 -4.0433 5.0081
H -0.3866 -1.4699 2.6836
H -1.3186 -2.9748 2.6831
H -1.5384 -1.8060 3.9933
H -0.6064 -4.8220 4.4104
H -0.8350 -3.6817 5.7593
H 0.7445 -4.4556 5.5071
C 4.3822 0.6851 -2.6606
C 3.3785 0.6677 -3.7746
O 2.1950 0.4839 -3.5626
C 3.8964 0.9011 -5.1726
H 3.8890 0.5073 -1.7103
H 5.1366 -0.0865 -2.8250
H 4.8792 1.6540 -2.6157
H 4.6263 0.1327 -5.4307
H 4.3852 1.8745 -5.2288
H 3.0760 0.8708 -5.8867
C 1.0217 -5.5090 1.4666
C -0.0167 -6.5390 1.8417
O -0.7242 -6.4144 2.8149
C -0.1325 -7.7418 0.9362
H 1.0216 -4.6928 2.1837
H 2.0120 -5.9667 1.4521
H 0.8101 -5.1106 0.4727
H 0.8165 -8.2789 0.9042
H -0.3842 -7.4238 -0.0767
H -0.9089 -8.4052 1.3084
C 8.3439 2.3373 4.0223
C 7.5881 3.4298 4.7401
O 6.9623 4.2681 4.1345
C 7.6514 3.4218 6.2484
H 8.2191 2.4506 2.9483
H 9.4051 2.3912 4.2700
H 7.9673 1.3596 4.3266
H 8.6864 3.5166 6.5800
H 7.2490 2.4844 6.6352
H 7.0705 4.2520 6.6416
C -6.1714 2.9446 -3.8010
C -7.0551 1.8421 -3.2669
O -7.6983 1.9767 -2.2535
C -7.0956 0.5617 -4.0686
H -6.2250 3.8071 -3.1413
H -5.1376 2.6017 -3.8634
H -6.4970 3.2343 -4.8011
H -6.0950 0.1292 -4.1378
H -7.4531 0.7624 -5.0794
H -7.7623 -0.1487 -3.5858
*
```

M	682.916	g mol⁻¹
E_tot	-61370.8358	eV

Below is a 9-piece molecular cluster, C37H65F8N3O37PS8 overall at a distorted geometry, with properties calculated with the ωB97M-V functional and the def2-TZVPD basis.

Geometry as ORCA input:
```
! RIJCOSX wB97M-V def2-TZVPD def2/J DEFGRID3
* xyz 1 1
C -3.2007 -5.3190 4.7807
C -2.9321 -5.9886 3.6350
N -1.7629 -5.7507 2.8451
C -1.3036 -6.6232 1.9803
N -0.2713 -6.5500 1.1562
C 0.6464 -5.3988 1.2540
C 0.2666 -4.4043 0.1035
O 0.6818 -3.0799 0.3314
C -0.0267 -2.4560 1.3832
C 0.8572 -1.5730 2.2687
F 1.3642 -0.6008 1.4588
F 0.1078 -0.9545 3.2031
C 2.0629 -2.2730 2.9461
F 2.8535 -2.9373 2.0951
F 2.8325 -1.2783 3.4786
C 1.6806 -3.2215 4.1497
F 0.3525 -3.4565 4.2661
F 2.2580 -4.4328 3.8875
C 2.3041 -2.7702 5.5082
F 3.6198 -3.0097 5.5097
F 1.7349 -3.5662 6.4609
C 0.2752 -7.9014 0.7959
C 0.3443 -8.0910 -0.7364
C 1.6127 -7.5024 -1.4125
C 1.2988 -6.7916 -2.7646
C 2.6208 -6.3587 -3.4514
O 2.5508 -5.8700 -4.5581
O 3.8393 -6.5400 -2.8503
C -0.7472 -8.7591 1.6021
P -0.9831 -10.5673 1.1856
C 0.7539 -11.1635 0.8271
C -1.3564 -11.3293 2.8457
N -1.9453 -7.9179 1.7526
O -2.4575 -7.8821 0.4296
C -3.7377 -7.2506 0.3561
C -3.9585 -6.7363 -1.0853
C -4.8203 -5.4641 -1.1537
O -4.5041 -7.7434 -1.9247
H -4.1004 -4.7163 4.9283
H -2.5253 -5.3956 5.6439
H -3.6450 -6.7319 3.2684
H -1.2985 -4.8572 2.9537
H 1.6861 -5.7245 1.1584
H 0.5189 -4.9399 2.2434
H 0.8373 -4.7538 -0.7683
H -0.8018 -4.5082 -0.1517
H -0.6374 -3.1494 1.9797
H -0.7658 -1.7700 0.9075
H 2.0572 -1.7374 5.7783
H 1.2990 -7.8989 1.1986
H -0.5295 -7.5975 -1.1870
H 0.2409 -9.1608 -0.9524
H 2.2296 -6.8683 -0.7588
H 2.2463 -8.3584 -1.6931
H 0.7028 -5.8802 -2.6230
H 0.7298 -7.4721 -3.4073
H 3.8432 -6.1985 -1.9465
H -0.3451 -8.7567 2.6373
H 0.9743 -12.0562 1.4241
H 1.5319 -10.4037 0.9793
H 0.7572 -11.4596 -0.2297
H -0.6489 -10.9408 3.5988
H -1.1877 -12.4089 2.7626
H -2.3675 -11.0850 3.1864
H -4.5056 -8.0066 0.5870
H -3.8679 -6.4026 1.0447
H -2.9612 -6.5189 -1.5011
H -4.5794 -4.7279 -0.3723
H -5.9009 -5.6636 -1.1251
H -4.6063 -4.9713 -2.1128
H -5.4660 -7.7118 -1.8490
C -3.2380 1.5752 1.4164
C -4.2971 1.7160 0.3614
O -4.3844 0.4036 -0.2356
S -4.0760 -0.6997 0.8787
O -5.3037 -1.2114 1.3773
O -3.0546 -1.5641 0.3817
O -3.4404 0.2630 1.9823
H -2.2372 1.6059 0.9800
H -3.3226 2.3360 2.1829
H -4.0449 2.4645 -0.3843
H -5.2668 1.9570 0.8011
C -8.7932 0.4814 -2.2190
C -8.6976 0.3030 -0.7181
O -7.7762 1.3143 -0.2948
S -7.9223 2.5990 -1.2468
O -8.7629 3.5420 -0.6035
O -6.6319 2.9361 -1.7352
O -8.7554 1.8992 -2.4243
H -7.9331 0.0400 -2.7274
H -9.7091 0.0631 -2.6290
H -8.3392 -0.6835 -0.4356
H -9.6574 0.4932 -0.2326
C 0.0706 1.5429 -2.6939
C 1.0807 1.6187 -1.5670
O 1.1712 3.0113 -1.2537
S -0.2575 3.7089 -1.5057
O -0.9391 3.7899 -0.2604
O -0.0669 4.8311 -2.3448
O -0.9219 2.5190 -2.3642
H 0.5194 1.8210 -3.6500
H -0.3810 0.5571 -2.7800
H 2.0541 1.2272 -1.8514
H 0.7237 1.0928 -0.6775
C -6.3721 6.0707 0.7612
C -5.1379 5.9145 -0.0975
O -4.0385 6.1482 0.7939
S -4.4230 5.6405 2.2599
O -3.8804 4.3339 2.4530
O -4.1989 6.6827 3.1888
O -6.0110 5.4910 2.0204
H -6.6138 7.1230 0.9258
H -7.2379 5.5624 0.3415
H -5.1113 6.6169 -0.9266
H -5.0530 4.8946 -0.4831
C 1.1709 7.5885 0.9576
C 0.7533 8.6019 -0.0825
O -0.6713 8.4404 -0.1951
S -1.2716 8.0141 1.2295
O -1.7727 9.1717 1.8774
O -2.0586 6.8435 1.0525
O 0.1192 7.6059 1.9323
H 1.2269 6.5825 0.5331
H 2.1213 7.8407 1.4181
H 1.2343 8.4369 -1.0429
H 0.9524 9.6179 0.2517
C 6.5965 9.4424 1.0279
C 5.8335 9.2484 2.3226
O 4.8713 10.3053 2.3358
S 4.4301 10.6319 0.8220
O 3.2087 9.9516 0.5525
O 4.5781 12.0231 0.6033
O 5.6133 9.8533 0.0757
H 7.3386 10.2389 1.1193
H 7.0852 8.5298 0.6937
H 6.4740 9.3042 3.1991
H 5.2951 8.2970 2.3262
C 6.9492 9.3924 -5.0013
C 7.4072 7.9554 -4.8626
O 7.0741 7.5909 -3.5181
S 5.7419 8.3733 -3.0779
O 4.6263 7.5132 -3.2530
O 5.9961 9.0422 -1.8459
O 5.7255 9.4594 -4.2667
H 7.6621 10.0816 -4.5431
H 6.7853 9.6786 -6.0376
H 8.4746 7.8395 -5.0349
H 6.8557 7.2957 -5.5390
C 7.1647 2.5219 -4.3798
C 7.2733 2.3452 -2.8796
O 8.1687 3.3761 -2.4571
S 7.9840 4.6661 -3.4085
O 7.1233 5.5940 -2.7789
O 9.2592 5.0413 -3.9041
O 7.1631 3.9373 -4.5851
H 8.0335 2.1030 -4.8922
H 6.2579 2.0797 -4.7858
H 7.6585 1.3671 -2.6023
H 6.3103 2.5094 -2.3891
*
```

M	1583.405	g mol⁻¹
E_tot	-237341.1503	eV

Below is C37H66FFeN13O3 as an isolated structure, with properties calculated with the ωB97M-V functional and the def2-TZVPD basis.

Geometry as ORCA input:
```
! RIJCOSX wB97M-V def2-TZVPD def2/J DEFGRID3
* xyz 3 6
Fe 0.3194 1.6183 -0.2320
C 0.3027 1.5882 -5.9329
N 0.5894 2.1081 -4.5980
C 1.2272 3.4183 -4.6120
C 0.2443 1.4240 -3.4802
N 0.9398 1.4667 -2.3534
C 2.3661 1.7610 -2.4931
C 3.0815 1.1294 -1.3235
N 2.5222 1.6801 -0.0740
C 2.9282 3.0985 0.1079
C 1.8036 3.9661 0.6554
N 0.5388 3.6463 -0.0193
C -0.4171 4.5797 0.0167
N -1.4414 4.5779 -0.8538
C -1.3817 3.9416 -2.1544
C -2.7725 5.0491 -0.4788
N -0.3944 5.6031 0.9138
C -0.7842 6.9601 0.5474
C -0.1258 5.3917 2.3261
C 2.8880 0.8221 1.0658
C 2.2272 1.2955 2.3375
N 0.7995 1.5897 2.1505
C 0.1981 1.9039 3.2794
N -1.1476 2.0250 3.3758
C -1.7941 2.7925 4.4337
C -2.0282 1.4852 2.3686
N 0.8832 2.0855 4.4647
C 0.4592 1.3998 5.6776
C 1.9614 3.0413 4.6352
N -0.8623 0.6320 -3.5647
C -2.0496 1.0307 -4.3012
C -0.7754 -0.7746 -3.2303
H 1.1898 1.7240 -6.5516
H 0.0784 0.5267 -5.8877
H -0.5275 2.1152 -6.4065
H 0.6661 4.0706 -5.2831
H 1.2267 3.8691 -3.6266
H 2.2550 3.3575 -4.9748
H 2.7673 1.3795 -3.4346
H 2.5570 2.8350 -2.4867
H 2.8935 0.0547 -1.3173
H 4.1628 1.2926 -1.3749
H 3.8057 3.1590 0.7572
H 3.2315 3.4862 -0.8604
H 1.7135 3.7909 1.7245
H 2.0630 5.0182 0.5198
H -1.9141 2.9903 -2.1531
H -1.8360 4.6078 -2.8902
H -0.3445 3.7703 -2.4140
H -2.8176 5.2611 0.5848
H -3.0473 5.9454 -1.0368
H -3.4918 4.2610 -0.7065
H -0.8596 7.0480 -0.5330
H -1.7361 7.2502 0.9976
H -0.0162 7.6508 0.8980
H -0.0998 4.3269 2.5448
H 0.8111 5.8572 2.6426
H -0.9376 5.8355 2.9072
H 2.5722 -0.1872 0.8191
H 3.9757 0.8225 1.2013
H 2.3731 0.5415 3.1156
H 2.7707 2.1819 2.6727
H -1.0705 3.4175 4.9479
H -2.5515 3.4379 3.9869
H -2.2847 2.1431 5.1608
H -1.6656 0.5044 2.0582
H -3.0247 1.3675 2.7892
H -2.1078 2.1367 1.4971
H -0.3035 0.6612 5.4425
H 1.3138 0.8805 6.1161
H 0.0632 2.0903 6.4271
H 2.0299 3.7070 3.7762
H 1.7493 3.6628 5.5088
H 2.9306 2.5598 4.7924
H -2.0039 2.0904 -4.5403
H -2.1772 0.4656 -5.2284
H -2.9263 0.8616 -3.6717
H 0.0718 -0.9417 -2.5704
H -1.6900 -1.1032 -2.7384
H -0.6463 -1.3770 -4.1374
C -3.9428 -4.8354 -1.1289
C -3.5439 -4.3056 0.2369
N -2.4342 -3.3321 0.1548
C -2.7376 -2.0385 0.0237
C -1.8170 -1.0275 -0.0734
C -2.3533 0.3503 -0.3155
O -3.5342 0.5874 -0.2176
O -1.4567 1.2459 -0.6528
C -0.4322 -1.3292 0.0150
O 0.4884 -0.4677 0.0662
C -0.0991 -2.7463 0.0801
C 1.2420 -3.1508 0.0873
C 1.5597 -4.4743 0.1495
F 2.8543 -4.8293 0.2158
C 0.5765 -5.4829 0.1716
C -0.7463 -5.0839 0.1644
C -1.1024 -3.7268 0.1436
N 0.8854 -6.8606 0.1986
C 2.1284 -7.3474 -0.3802
C 1.9515 -8.7969 -0.7956
N 1.5706 -9.6089 0.4153
C 0.3178 -9.0752 1.0585
C 0.5166 -7.6076 1.3925
H -4.7563 -5.5520 -1.0247
H -3.1088 -5.3315 -1.6270
H -4.2907 -4.0261 -1.7710
H -3.2452 -5.1028 0.9136
H -4.3726 -3.7905 0.7185
H -3.7911 -1.7849 0.0014
H 2.0283 -2.4090 0.0754
H -1.5059 -5.8509 0.1343
H 2.9737 -7.2665 0.3170
H 2.3844 -6.7729 -1.2673
H 2.8668 -9.2170 -1.2074
H 1.1396 -8.9085 -1.5119
H 2.3368 -9.5793 1.0938
H 1.4475 -10.5909 0.1608
H 0.1167 -9.6692 1.9479
H -0.4837 -9.2138 0.3352
H 1.2850 -7.5095 2.1758
H -0.4130 -7.2247 1.8076
*
```

M	815.866	g mol⁻¹
E_tot	-102039.1569	eV

Q: E_tot of number 3 (C37H66FFeN13O3)?
A: -102039.1569 eV

Q: What is the formula in the first record?
A: C37H64NO10

Q: M of number 2 (C37H65F8N3O37PS8)?
A: 1583.405 g mol⁻¹